No. 1
C2H3Cl2N in the gas phase in a non-equilibrium geometry. Source: the OMol25 dataset; level of theory: ωB97M-V/def2-TZVPD.

Element x y z (Å)
Cl 2.2352 0.5105 0.0074
C 0.6112 0.1717 -0.4515
N 0.0226 -1.0395 0.3148
C -0.5323 0.2562 0.5336
Cl -2.0792 0.7836 -0.0615
H 0.5775 0.3852 -1.5641
H -0.6502 -1.5761 -0.2237
H -0.1847 0.5085 1.4449

Forces on atoms 1 to 3 (eV/Å):
0.67 0.28 0.54
-1.21 -1.39 -0.26
-0.08 0.32 -1.96

Its SMILES is Cl[C@H]1N[C@@H]1Cl. The calculation puts the largest force on an atom at 3.73 eV Å⁻¹. The energy relative to the best compared isomer or geometry (same formula, charge and spin) comes out at 23.7 kcal per mole. As for the HOMO energy: -10.01 eV. The value obtained for the HOMO-LUMO gap is 0.40227 Ha.

Löwdin atomic charge list, values in e, 2 entries: 0.627, -0.726

---

No. 2
13 unconnected molecules or ions with the total composition C64H166N12O20 in a non-equilibrium geometry. Source: the OMol25 dataset; level of theory: ωB97M-V/def2-TZVPD.

Element x y z (Å)
C -2.7024 0.6339 -5.3830
O -2.9507 2.0026 -5.2561
C -1.8093 2.7397 -4.8869
C -2.2516 4.2090 -4.7412
N -2.8932 4.6682 -5.9564
C -3.5387 5.9481 -5.7800
C -2.7568 7.2013 -5.3771
O -1.6349 7.4062 -6.2072
C -0.5379 8.0240 -5.5758
H -2.1030 0.4945 -6.2982
H -3.5553 -0.0014 -5.6291
H -2.1664 0.1592 -4.5557
H -0.9799 2.6436 -5.5954
H -1.3823 2.4249 -3.9276
H -1.3985 4.8592 -4.5266
H -2.7931 4.2708 -3.7844
H -3.5523 3.9819 -6.2948
H -4.4429 5.8896 -5.1515
H -4.0074 6.1518 -6.7517
H -2.4619 7.1943 -4.3215
H -3.4456 8.0454 -5.4871
H -0.0459 7.2497 -4.9697
H -0.6652 8.9799 -5.0708
H 0.2511 8.1108 -6.3297
C -2.9633 -0.1094 3.6612
O -3.0968 -1.4858 3.9556
C -4.3328 -1.8526 4.5178
C -4.3037 -3.3775 4.8000
N -2.9966 -3.8046 5.3542
C -2.9379 -3.5585 6.8085
C -1.6096 -3.8813 7.4830
O -1.7884 -4.1825 8.8295
C -0.6270 -4.0774 9.6438
H -3.6072 0.2177 2.8407
H -1.9359 0.1587 3.4228
H -3.2173 0.4412 4.5737
H -5.1754 -1.7889 3.8229
H -4.6067 -1.2412 5.3828
H -4.2910 -3.8558 3.8195
H -5.1800 -3.6557 5.3814
H -2.3973 -3.1030 4.9217
H -3.6932 -4.2314 7.2365
H -3.3721 -2.6242 7.1906
H -0.8936 -3.0767 7.2561
H -1.1355 -4.7657 7.0248
H 0.1913 -4.7058 9.2991
H -0.9456 -4.3945 10.6381
H -0.4060 -3.0238 9.8290
C 5.8429 -0.1283 -8.9112
O 5.6481 -0.0977 -7.5130
C 6.8584 -0.0699 -6.7635
C 6.4602 0.0962 -5.2969
N 6.1816 1.5158 -5.0350
C 5.8209 1.8176 -3.6396
C 6.9005 1.5413 -2.5849
O 6.8854 0.1419 -2.3959
C 7.7605 -0.2517 -1.3386
H 6.3258 0.7615 -9.3229
H 4.8394 -0.1831 -9.3355
H 6.3761 -1.0072 -9.2857
H 7.4488 0.8310 -6.9813
H 7.4825 -0.9335 -7.0107
H 7.2939 -0.3596 -4.7744
H 5.5227 -0.4601 -5.1917
H 5.3958 1.8107 -5.6009
H 4.8894 1.3141 -3.3564
H 5.6747 2.9029 -3.6487
H 6.5868 2.1603 -1.7388
H 7.8551 1.8055 -3.0544
H 8.8132 -0.0162 -1.5250
H 7.6730 -1.3344 -1.2855
H 7.4619 0.2572 -0.4197
C -0.9906 -4.5760 2.5309
O 0.2226 -3.8672 2.4167
C 0.2341 -2.4807 2.1576
C -0.5851 -2.0558 0.9281
N -0.0500 -0.7503 0.5349
C -0.6264 -0.2075 -0.6998
C 0.1557 -0.7690 -1.8777
O 1.4522 -0.2243 -1.8625
C 2.3279 -0.5498 -2.9379
H -0.8701 -5.6459 2.6948
H -1.6606 -4.3914 1.6880
H -1.4382 -4.2200 3.4598
H 1.2852 -2.3239 1.8983
H 0.0674 -1.8164 3.0104
H -1.6423 -1.9374 1.1708
H -0.4594 -2.7837 0.1177
H 0.9594 -0.7498 0.5049
H -0.5221 0.8813 -0.7345
H -1.7099 -0.3099 -0.7596
H -0.3430 -0.5323 -2.8291
H 0.1978 -1.8660 -1.8585
H 1.8304 -0.3961 -3.8949
H 2.5440 -1.5938 -2.6744
H 3.1844 0.0717 -2.6911
C 2.9085 9.7694 4.5617
O 2.5897 10.3692 3.3058
C 2.9339 9.4982 2.2382
C 1.8061 8.5080 1.9540
N 1.7813 8.0047 0.5920
C 0.5017 7.3269 0.3700
C 0.3372 6.0437 1.1737
O 0.1398 4.9718 0.2716
C 0.3155 3.7390 0.9649
H 3.9350 9.4166 4.6723
H 2.1804 9.0183 4.8713
H 2.8176 10.5937 5.2728
H 3.9380 9.0693 2.3113
H 2.9897 10.1053 1.3278
H 0.8989 8.9735 2.3498
H 1.8645 7.7000 2.7083
H 2.5310 7.3640 0.3251
H 0.4442 6.9970 -0.6705
H -0.3059 8.0480 0.5007
H -0.5008 6.0639 1.8848
H 1.2154 5.8977 1.8164
H 1.4002 3.6348 1.0358
H -0.1892 2.9150 0.4584
H -0.2074 3.7331 1.9283
C 1.7058 6.1458 -12.6681
O 1.6478 5.0846 -11.7270
C 1.5390 5.4382 -10.3721
C 1.3198 4.1216 -9.6332
N 1.1735 4.3552 -8.1910
C 0.8144 3.1553 -7.3952
C 1.6389 1.9185 -7.6664
O 1.1110 0.8668 -6.8626
C 2.0875 -0.1860 -6.7313
H 0.9599 6.9049 -12.4041
H 1.3197 5.7400 -13.5997
H 2.6965 6.5962 -12.6988
H 0.7562 6.1855 -10.1867
H 2.4978 5.9067 -10.1062
H 2.1893 3.4835 -9.7741
H 0.3903 3.6865 -10.0185
H 0.3407 4.9191 -8.0520
H -0.2649 2.9625 -7.3981
H 0.9325 3.4153 -6.3350
H 2.7195 2.0674 -7.6258
H 1.3692 1.6497 -8.6975
H 2.7971 0.3925 -6.1225
H 2.6315 -0.5681 -7.5971
H 1.6858 -0.9956 -6.1271
C 4.0111 1.6463 -0.2783
O 3.6702 3.0130 -0.2956
C 4.7141 3.9048 0.0249
C 4.2412 5.3014 0.3872
N 3.3547 5.7952 -0.6697
C 4.0718 6.2900 -1.8621
C 3.0894 6.7706 -2.8795
O 2.7572 5.7205 -3.7940
C 1.5052 5.0850 -3.5310
H 4.7059 1.4801 0.5496
H 4.3308 1.2730 -1.2528
H 3.1321 1.0377 -0.0504
H 5.4200 3.8370 -0.8173
H 5.3812 3.5272 0.8184
H 5.0540 5.9921 0.6147
H 3.6646 5.2546 1.3191
H 2.8897 4.9501 -0.9943
H 4.7057 5.5066 -2.2972
H 4.8269 7.0561 -1.6567
H 3.3453 7.6316 -3.5043
H 2.2110 7.1588 -2.3495
H 0.6469 5.5144 -4.0556
H 1.2154 5.1321 -2.4784
H 1.6576 4.0562 -3.8558
C -4.3859 -6.4333 1.2207
C -5.6650 -7.1257 1.6646
C -6.7619 -6.0892 1.9420
O -6.5069 -5.2625 3.0768
C -7.7150 -4.6829 3.5409
N -6.1204 -8.1100 0.6704
H -4.5844 -5.7149 0.4223
H -3.6897 -7.1795 0.8388
H -4.0613 -5.8683 2.0958
H -5.4705 -7.5579 2.6538
H -7.7648 -6.5200 2.0035
H -6.7746 -5.4438 1.0529
H -8.1515 -5.3830 4.2635
H -8.4198 -4.5685 2.7142
H -7.6081 -3.7391 4.0721
H -6.8452 -8.6900 1.0719
H -5.3239 -8.6720 0.4035
C -7.3177 -0.8239 2.6093
C -6.8678 -0.8891 1.1607
C -5.7217 -1.8978 0.9270
O -5.3392 -1.7740 -0.4418
C -4.2145 -2.6045 -0.7071
N -8.0129 -1.3709 0.3624
H -6.5356 -0.3779 3.2275
H -7.5497 -1.7507 3.1347
H -8.2021 -0.1867 2.6124
H -6.5754 0.0908 0.7871
H -6.1292 -2.9004 1.0937
H -4.8633 -1.7015 1.5811
H -4.1850 -2.6683 -1.7986
H -4.2788 -3.6127 -0.2998
H -3.2701 -2.1076 -0.4684
H -7.7334 -1.3924 -0.6087
H -8.3747 -2.2640 0.6616
C -4.9252 -7.6727 5.5964
C -3.7609 -8.2767 4.8884
C -2.4984 -7.4504 5.1219
O -1.4107 -7.6723 4.2033
C -0.8467 -8.9536 4.2258
N -3.6641 -9.6622 5.4243
H -5.8103 -8.3110 5.6608
H -5.3559 -6.7865 5.1124
H -4.7282 -7.4485 6.6488
H -3.8442 -8.3613 3.8014
H -2.0674 -7.5959 6.1220
H -2.7144 -6.3835 5.0612
H -0.7449 -9.3847 5.2285
H 0.0742 -9.0349 3.6522
H -1.4805 -9.7147 3.7449
H -3.2370 -10.1669 4.6447
H -2.8743 -9.7593 6.0635
C 1.9683 -3.7635 5.4970
C 2.6985 -4.9488 4.8550
C 1.9465 -6.2586 5.2205
O 2.0803 -6.4954 6.6027
C 1.2964 -7.5250 7.1957
N 2.8595 -4.6026 3.4165
H 2.5406 -2.8397 5.4617
H 1.6070 -4.0400 6.4916
H 0.9961 -3.5537 5.0287
H 3.6899 -4.8689 5.3064
H 2.2881 -7.1346 4.6581
H 0.9251 -6.0422 4.8802
H 1.7403 -7.6279 8.1832
H 1.5721 -8.4255 6.6311
H 0.2068 -7.4641 7.2204
H 1.9312 -4.2958 3.1270
H 3.0200 -5.4482 2.8737
C 1.3192 1.9322 7.1321
C 2.3075 2.3031 6.0350
C 1.5522 2.9560 4.8490
O 0.5440 2.1644 4.2949
C 1.0614 1.1316 3.4588
N 3.2693 3.2519 6.5910
H 0.5057 2.6430 7.2692
H 1.8830 1.7683 8.0519
H 0.9029 0.9508 6.8946
H 2.7603 1.3876 5.6508
H 2.2323 3.3667 4.0865
H 1.1129 3.8657 5.2783
H 1.6886 0.4865 4.0782
H 1.6155 1.4825 2.5854
H 0.2483 0.5029 3.1033
H 2.7980 3.9261 7.1758
H 3.8304 3.6836 5.8697
C -0.7854 -5.5106 -1.3247
C -0.0570 -6.6151 -2.0836
O 1.2100 -6.0925 -2.4762
H -1.8618 -5.6865 -1.3185
H -0.5447 -4.5631 -1.7994
H -0.4343 -5.5415 -0.2928
H -0.5623 -6.9257 -3.0071
H 0.0571 -7.5769 -1.5743
H 1.4874 -6.3196 -3.3630

Forces on atoms 1 to 3 (eV/Å):
0.96 -0.90 -1.60
-0.57 -0.15 0.61
0.42 1.11 0.27

The calculation puts the largest force on an atom at 2.56 eV Å⁻¹. The energy relative to the best compared isomer or geometry (same formula, charge and spin) comes out at 0.0 kcal per mole. As for the HOMO energy: -8.32 eV. The value obtained for the HOMO-LUMO gap is 0.32205 Ha.

Löwdin atomic charge list, values in e, 2 entries: -0.114, -0.175

---

No. 3
2 unconnected molecules or ions with the total composition C2H5ClFNS in a non-equilibrium geometry. Source: the OMol25 dataset; level of theory: ωB97M-V/def2-TZVPD.

Element x y z (Å)
C -0.9745 0.0117 0.8781
N -1.4203 0.4587 -0.2235
S -3.0033 -0.0364 -0.6604
H 0.0294 0.3164 1.1696
H -1.5191 -0.6556 1.5547
H -3.0251 0.6441 -1.8134
F 2.2549 1.0198 -0.8262
C 2.0937 -0.1193 -0.1068
Cl 0.6705 -1.0109 -0.6798
H 1.9274 0.1319 0.9451
H 2.9665 -0.7604 -0.2374

Forces on atoms 1 to 3 (eV/Å):
-1.05 0.94 0.25
-1.23 0.51 0.96
0.26 0.09 0.05

Its SMILES is C=NS.FCCl. The calculation puts the largest force on an atom at 3.12 eV Å⁻¹. The energy relative to the best compared isomer or geometry (same formula, charge and spin) comes out at 66.0 kcal per mole. As for the HOMO energy: -8.67 eV. The value obtained for the HOMO-LUMO gap is 0.35073 Ha.

Löwdin atomic charge list, values in e, 2 entries: -0.333, -0.522

---

No. 4
A gas-phase ion, C6H8N5O (charge +1) in a non-equilibrium geometry. Source: the OMol25 dataset; level of theory: ωB97M-V/def2-TZVPD.

Element x y z (Å)
H 2.1336 -2.5355 0.4525
N 2.5309 -1.6560 0.1152
C 3.2795 -0.8249 -0.2925
N 2.9585 0.6951 -0.3458
C 1.7711 1.1614 0.0989
O 1.4592 2.3145 0.1249
N 0.7279 0.1958 0.1708
C -0.6541 0.3539 0.0897
N -1.1963 0.9225 -0.9076
C -2.4709 0.8687 -1.1328
C -3.3805 0.0445 -0.4252
C -2.7784 -0.5738 0.6948
N -1.4261 -0.4338 0.9197
H 4.2505 -0.9055 -0.6981
H 3.7472 1.2558 0.0103
H 0.8752 -0.8717 0.4658
H -2.8584 1.5431 -1.9808
H -4.3493 0.0728 -0.6755
H -3.4743 -1.0984 1.4136
H -1.1453 -0.5282 1.9023

Forces on atoms 1 to 3 (eV/Å):
1.53 0.50 -0.91
-3.14 -2.60 1.88
0.84 3.80 -0.61

Its SMILES is [H]/N=C/NC(=O)/[NH+]=c1\nccc[nH]1. The calculation puts the largest force on an atom at 6.09 eV Å⁻¹. The energy relative to the best compared isomer or geometry (same formula, charge and spin) comes out at 48.6 kcal per mole. As for the HOMO energy: -13.18 eV. The value obtained for the HOMO-LUMO gap is 0.30701 Ha. Its charge is +1.

Löwdin atomic charge list, values in e, 2 entries: 0.126, 0.127

---

Q: Which of these has the highest energy relative to the best compared isomer or geometry (same formula, charge and spin)?
A: C2H5ClFNS

---

Q: What is the HOMO energy in the fourth record?
A: -13.18 eV

---

Q: Among the records above, which one has the highest HOMO energy?
A: C64H166N12O20